Entry 1:
The following is a DFT calculation (the ωB97M-V functional and the def2-TZVPD basis) of 6 unconnected molecules or ions with the total composition C37H41F5NOP at a distorted geometry.

As for the HOMO energy: -8.2 eV. The calculation puts the LUMO energy at 0.457 eV. The frontier orbital gap is 8.62 eV.

Each line ends with the Mulliken charge.
Geometry (Å):
P (-5.35253, 0.80018, 0.74085)  -0.059
F (4.17270, 6.25783, -2.50248)  -0.307
F (2.04024, -3.73712, 5.90565)  -0.309
F (-2.55404, 3.53195, -0.95688)  -0.286
F (3.09199, -3.00933, -2.45469)  -0.299
F (-3.15850, -3.60478, -0.46159)  -0.200
O (2.90656, 1.22950, 0.72666)  -0.545
N (0.59064, 0.50688, 0.50795)  0.373
C (2.76966, -1.08553, -0.32177)  -0.681
C (-0.28536, -0.02458, -0.59820)  -0.565
C (0.92881, -5.01564, -4.56346)  -0.380
C (4.00737, 4.53826, -0.89712)  -0.558
C (4.41200, 3.99679, 0.32276)  -0.042
C (2.89001, -0.98560, 3.70087)  -0.108
C (2.06069, 0.25060, 0.29926)  0.285
C (2.18226, -2.04433, 4.26989)  -0.568
C (2.50828, -3.50935, -3.55190)  0.348
C (5.49914, 6.41478, -0.55893)  -0.465
C (0.37603, 2.03286, 0.45281)  -0.588
C (-3.99476, 4.70903, 0.49235)  -0.371
C (-1.75891, -0.36909, 0.11534)  -0.367
C (2.87979, -3.03017, -4.80331)  -0.420
C (-4.44092, -0.61452, -0.17211)  -0.567
C (-3.05716, 6.34226, 2.00578)  -0.401
C (4.13646, -0.62466, 4.21842)  -0.686
C (2.72255, -2.72355, 5.35635)  0.336
C (1.54078, -4.49943, -3.42151)  -0.311
C (-5.43092, -4.11200, -0.08713)  -0.250
C (-2.71797, 4.44678, 0.00791)  0.366
C (-1.78026, 6.07558, 1.50945)  -0.596
C (-3.03313, -0.16779, -0.89621)  -0.285
C (1.29848, -4.54481, -5.82425)  -0.471
C (-1.60880, 5.11886, 0.50929)  -0.179
C (-6.51401, -4.96861, -0.28253)  -0.557
C (-5.10544, -6.45526, -1.57435)  -0.446
C (5.35328, 4.66849, 1.10426)  -0.661
C (-4.16530, 5.65779, 1.50049)  -0.533
C (-4.02521, -5.59269, -1.38813)  -0.486
C (2.27597, -3.55416, -5.94630)  -0.392
C (3.95959, -2.36711, 5.88171)  -0.455
C (-4.19747, -4.43046, -0.64435)  0.521
C (5.89577, 5.87917, 0.66638)  -0.308
C (-6.34992, -6.14007, -1.02326)  -0.467
C (4.67259, -1.31582, 5.30598)  -0.296
C (4.55701, 5.74057, -1.32801)  0.295
H (5.91575, 7.34974, -0.91914)  0.398
H (3.63489, -2.25449, -4.87811)  0.411
H (4.35738, -2.90932, 6.73311)  0.399
H (2.47276, -0.44317, 2.85611)  0.398
H (-5.23749, 2.06520, 0.05457)  -0.026
H (-2.86884, -0.91614, -1.80858)  0.236
H (-4.84462, 4.17355, 0.08192)  0.422
H (-0.91980, 6.61251, 1.90139)  0.364
H (2.56499, -3.19181, -6.92972)  0.353
H (-3.19118, 7.08538, 2.78897)  0.370
H (6.62594, 6.40245, 1.27874)  0.362
H (4.69014, 0.19829, 3.77147)  0.439
H (-3.05336, -5.81682, -1.81558)  0.454
H (1.27191, -4.86027, -2.43427)  0.424
H (-0.77683, 2.24382, 0.22329)  0.048
H (3.19445, -1.77184, 0.55130)  0.281
H (-1.82336, 0.33777, 1.04686)  0.157
H (0.68434, 2.51423, 1.47839)  0.231
H (-7.19329, -6.81090, -1.17252)  0.357
H (-0.62234, 4.89269, 0.11829)  0.514
H (5.64474, -1.03575, 5.70447)  0.360
H (0.05973, -1.02977, -1.08415)  0.150
H (1.21660, -2.34420, 3.87615)  0.446
H (3.99423, 3.05259, 0.66373)  0.523
H (-5.15845, 5.86452, 1.89148)  0.362
H (3.74047, -0.70674, -0.90459)  0.256
H (5.66625, 4.24886, 2.05795)  0.397
H (-1.68811, -1.52137, 0.39272)  0.190
H (-5.53854, -3.20178, 0.49343)  0.364
H (-3.07818, 0.91303, -1.39330)  0.252
H (0.16484, -5.78379, -4.47073)  0.363
H (-7.48456, -4.72335, 0.14196)  0.364
H (2.13388, -1.68609, -1.09683)  0.190
H (-4.18361, -1.45665, 0.60017)  0.135
H (0.96899, 2.54755, -0.41759)  0.225
H (-0.51977, 0.73077, -1.46037)  0.196
H (-4.97726, 0.89414, 2.13329)  0.039
H (-4.97918, -7.37030, -2.14768)  0.351
H (3.27017, 4.03397, -1.51303)  0.436
H (0.82459, -4.95004, -6.71576)  0.359
H (-5.15634, -1.04818, -1.01975)  0.392

Entry 2:
The following is a DFT calculation (the ωB97M-V functional and the def2-TZVPD basis) of 2 unconnected molecules or ions with the total composition C5H4N2O3 at a distorted geometry.

As for the HOMO energy: -10.7 eV. The calculation puts the LUMO energy at -1.219 eV. The frontier orbital gap is 9.45 eV. For the energy relative to the best compared isomer or geometry (same formula, charge and spin), the calculation gives 2.081 eV.

Each line ends with the Mulliken charge.
Geometry (Å):
O (4.27130, 3.71741, 1.49077)  -0.402
O (1.62539, 5.12367, 1.12101)  -0.667
O (0.98561, 1.36246, 2.25747)  -0.192
N (-0.01794, -1.58751, 0.88859)  -0.342
N (1.91974, 2.32643, 2.23335)  -0.306
C (1.55235, 0.19104, 1.90775)  0.345
C (4.30710, 2.54665, 1.77405)  -0.213
C (0.67464, -0.83681, 1.43049)  -0.001
C (3.07861, 1.73637, 2.04066)  0.635
C (2.90872, 0.32999, 1.89025)  -0.259
H (5.23954, 1.95412, 1.68862)  0.285
H (1.56487, 4.28201, 1.59625)  0.436
H (3.66266, -0.42431, 1.68818)  0.365
H (2.52668, 5.10917, 0.76835)  0.317

Entry 3:
The following is a DFT calculation (the ωB97M-V functional and the def2-TZVPD basis) of 7 unconnected molecules or ions with the total composition H14O6S.

As for the HOMO energy: -9.8 eV. The calculation puts the LUMO energy at 0.365 eV. The frontier orbital gap is 10.17 eV. For the energy relative to the best compared isomer or geometry (same formula, charge and spin), the calculation gives 0.653 eV.

Each line ends with the Mulliken charge.
Geometry (Å):
S (4.06398, 0.42791, -1.36486)  -0.352
O (-1.95222, -1.34973, 2.19274)  -0.686
O (-3.64506, 1.50057, -0.19224)  -0.629
O (0.21682, 0.51230, 2.05811)  -0.642
O (0.94228, 1.94408, -0.36095)  -0.555
O (0.87067, -0.40481, -2.50580)  -0.580
O (-0.58816, -1.94467, -0.41210)  -0.627
H (0.67934, -1.05096, -1.81302)  0.349
H (0.20086, 0.27389, -2.37801)  0.269
H (1.04916, 0.06286, 1.87974)  0.278
H (-2.41591, -1.50647, 3.02050)  0.311
H (-1.18308, -0.80472, 2.44478)  0.359
H (-0.97759, -1.66577, 0.43420)  0.358
H (3.85443, -0.62708, -2.15735)  0.166
H (-4.47240, 1.03005, -0.03924)  0.312
H (0.70101, 2.87554, -0.42892)  0.294
H (4.20825, -0.32473, -0.27782)  0.152
H (-0.56273, -2.91034, -0.28476)  0.304
H (-3.07868, 0.80198, -0.54098)  0.313
H (1.82507, 1.87411, -0.74871)  0.274
H (0.26398, 1.28600, 1.47469)  0.330

Entry 4:
The following is a DFT calculation (the ωB97M-V functional and the def2-TZVPD basis) of a single C26H38N4O6 molecule at a distorted geometry.

As for the HOMO energy: -8.2 eV. The calculation puts the LUMO energy at 0.619 eV. The frontier orbital gap is 8.82 eV. For the energy relative to the best compared isomer or geometry (same formula, charge and spin), the calculation gives 0.963 eV.

Each line ends with the Mulliken charge.
Geometry (Å):
O (0.41392, 0.18736, 2.02015)  -0.309
O (-2.43934, 3.14325, 2.87006)  -0.664
O (-4.31694, -0.29075, 0.02294)  -0.213
O (-0.51650, -0.78912, -4.29330)  -0.412
O (3.20448, -0.96457, 0.88723)  -0.714
O (1.74872, -0.69494, -2.52242)  -0.377
N (1.20557, -1.77529, 0.17149)  0.623
N (1.74694, 1.55929, 0.86486)  0.532
N (-2.12320, 0.93983, 2.39037)  0.154
N (-3.21463, -0.37941, 0.81328)  -0.454
C (-0.52049, 2.03818, 3.81247)  -1.091
C (-1.79563, 2.12334, 2.98362)  0.511
C (1.61628, -3.39986, 1.99700)  -0.869
C (-0.60606, 1.37208, -0.73538)  -0.671
C (2.09911, 3.66788, -0.34666)  -1.418
C (1.92485, -1.59733, -3.58990)  -1.094
C (-6.15337, 1.19967, -0.53990)  -1.287
C (0.71033, 2.36827, 2.95451)  -1.115
C (0.47856, -2.92834, 2.89360)  -0.617
C (-1.70419, 1.38857, -1.57014)  -1.349
C (0.51638, 0.63228, -1.07138)  -0.528
C (2.57180, -3.73059, -0.28918)  -1.822
C (-4.22525, 1.60336, 1.16039)  -0.323
C (-4.92151, 0.89378, 0.22770)  0.328
C (0.09288, -3.89517, 0.02533)  -1.947
C (4.06161, 2.30497, 0.49519)  -1.534
C (2.11677, -0.81979, 0.36535)  -0.733
C (-3.14601, 0.74107, 1.49627)  0.424
C (1.36697, -3.19223, 0.49187)  1.225
C (0.95918, 1.28017, 1.91750)  0.652
C (0.55272, -0.07821, -2.28309)  0.534
C (1.75939, 0.58344, -0.21544)  0.693
C (2.60907, 2.72648, 0.74478)  -0.038
C (-0.57554, -0.07349, -3.12141)  1.135
C (-1.65739, -0.83904, -5.11240)  -1.010
C (-1.69414, 0.65989, -2.74365)  -0.577
H (0.55254, 3.32950, 2.46237)  0.479
H (1.09466, 4.01652, -0.11780)  0.313
H (2.57846, 3.24838, 1.70311)  0.722
H (2.52052, -2.84807, 2.25571)  0.323
H (2.07163, 3.16187, -1.30838)  0.233
H (-0.62677, 1.94485, 0.17696)  0.470
H (0.12462, -4.94709, 0.29691)  0.398
H (-6.48907, 2.20572, -0.30863)  0.330
H (2.69962, -4.79311, -0.09992)  0.507
H (-6.93934, 0.49024, -0.28528)  0.341
H (-0.59591, 2.77225, 4.61553)  0.490
H (1.58492, 2.44563, 3.60519)  0.553
H (2.75682, 4.52964, -0.42459)  0.530
H (1.20825, -2.42008, -3.54783)  0.322
H (0.76851, -3.03361, 3.93694)  0.423
H (4.25750, 2.14941, -0.56279)  0.340
H (-0.41252, 1.04041, 4.23744)  0.335
H (1.80636, -4.46177, 2.16809)  0.565
H (-0.42551, -3.51071, 2.73417)  0.341
H (2.61287, 0.81005, -0.85897)  0.510
H (0.28414, -1.48221, -0.11491)  0.297
H (-1.92335, 0.15067, -5.49781)  0.354
H (-0.00083, -3.82156, -1.05653)  0.346
H (-0.78623, -3.44329, 0.47746)  0.485
H (-1.38535, -1.48571, -5.94572)  0.272
H (4.27637, 1.37978, 1.02549)  0.344
H (0.26631, -1.88210, 2.69996)  -0.294
H (-4.41562, 2.57623, 1.55718)  0.489
H (4.73576, 3.08030, 0.84969)  0.484
H (2.42790, -3.57747, -1.35583)  0.255
H (-2.56617, 0.67747, -3.37602)  0.416
H (-2.51474, -1.26991, -4.58569)  0.390
H (-1.41242, 0.20842, 2.39418)  0.053
H (-2.57295, 1.97357, -1.31101)  0.622
H (3.47147, -3.20593, 0.01848)  0.380
H (-5.96052, 1.11663, -1.60819)  0.297
H (1.84773, -1.10304, -4.56026)  0.324
H (2.93504, -1.98689, -3.46042)  0.321

Entry 5:
The following is a DFT calculation (the ωB97M-V functional and the def2-TZVPD basis) of a single C28H20N2O molecule at a distorted geometry.

As for the HOMO energy: -9.1 eV. The calculation puts the LUMO energy at -0.032 eV. The frontier orbital gap is 9.07 eV. For the energy relative to the best compared isomer or geometry (same formula, charge and spin), the calculation gives 0.000 eV.

Each line ends with the Mulliken charge.
Geometry (Å):
O (0.47046, 4.90775, 1.24284)  -0.479
N (0.38693, -8.24364, -0.41503)  -0.510
N (3.00928, -0.32377, -0.07028)  -0.614
C (-1.58943, -1.43334, 0.89309)  0.339
C (2.17201, 5.87140, -2.44837)  -0.494
C (0.58038, -5.64530, -0.61369)  0.413
C (1.01126, 5.35053, 0.01590)  0.497
C (1.68405, -3.57943, 0.04983)  -0.440
C (-2.72707, -3.53379, 1.25272)  -0.675
C (0.95229, 1.32443, 1.71863)  -0.658
C (1.11297, 2.69221, 1.89262)  -0.517
C (-0.36302, -3.49391, -1.19701)  -0.176
C (-3.69963, -1.84697, -0.19111)  -1.112
C (1.64558, -4.97824, -0.01991)  -0.646
C (-1.69177, -2.66268, 1.56139)  -0.334
C (-0.40055, -4.88222, -1.25492)  -0.594
C (-1.04193, 3.05547, 0.87344)  -0.381
C (-0.18544, 0.77574, 1.10215)  -0.442
C (0.20434, 5.35463, -1.12477)  -0.313
C (-2.59794, -1.01168, 0.02462)  -0.257
C (-0.22963, -0.76442, 0.94702)  0.578
C (0.79800, 5.62423, -2.35740)  -0.473
C (0.55211, -1.25035, -0.25477)  0.735
C (0.48130, -7.08256, -0.52929)  -0.104
C (2.37450, 5.67353, -0.04105)  -0.399
C (-1.23654, 1.67126, 0.84441)  -0.397
C (2.95097, 5.89319, -1.28946)  -0.346
C (1.90438, -0.70289, -0.17318)  -0.188
C (0.60888, -2.82472, -0.43280)  0.085
C (-3.73572, -3.12327, 0.37441)  -0.548
C (0.16051, 3.56174, 1.35820)  -0.246
H (0.04265, -0.87738, -1.16631)  0.463
H (2.62674, 6.05289, -3.42464)  0.363
H (1.99780, 3.10507, 2.37827)  0.440
H (2.47130, -5.55454, 0.38674)  0.455
H (0.17248, 5.63708, -3.24674)  0.356
H (-2.52883, -0.04451, -0.48759)  0.449
H (-2.73060, -4.53369, 1.69927)  0.417
H (-0.85862, 5.13140, -1.02412)  0.325
H (4.02196, 6.09479, -1.35673)  0.338
H (1.70368, 0.65805, 2.15765)  0.375
H (-2.24966, 1.29699, 0.69721)  0.738
H (-4.51253, -1.47736, -0.81432)  0.369
H (-4.54706, -3.79829, 0.13183)  0.418
H (-1.07713, -2.91702, -1.79984)  0.355
H (0.27664, -1.17004, 1.82895)  0.547
H (2.58762, -3.07557, 0.40151)  0.383
H (-1.18737, -5.39208, -1.80046)  0.479
H (-1.82577, 3.72754, 0.54903)  0.637
H (-0.90322, -2.94057, 2.27416)  0.365
H (2.95839, 5.70434, 0.87791)  0.423